{"formula": "C3H7N3O3S", "method": "wB97M-V/def2-TZVPD", "orbital_gap_ev": 10.33, "smiles": "C[C@@H]1N=N[C@H](S(=O)(=O)O)N1", "e_above_lowest_ev": 0.618, "e_homo_ev": -10.04, "total_energy_ev": -24669.8706, "symbols": ["H", "O", "H", "N", "H", "O", "H", "N", "C", "H", "H", "H", "C", "C", "S", "N", "O"], "positions_angstrom": [[-0.871, 0.339, 1.881], [1.391, 0.447, 1.446], [1.296, -0.699, -1.871], [-0.578, 0.291, -0.961], [-0.911, 0.244, -1.915], [2.048, 1.710, -0.467], [-2.177, 1.191, 1.178], [0.327, -1.775, -0.296], [-1.865, 0.153, 1.353], [-2.355, -0.521, -0.433], [-2.476, -0.452, 1.960], [2.624, 1.784, -1.288], [-1.424, -0.409, -0.008], [0.636, -0.483, -0.914], [1.941, 0.244, 0.197], [-0.774, -1.682, 0.217], [3.166, -0.382, -0.078]], "nbo_charge": [0.24, -0.91, 0.24, -0.62, 0.39, -0.91, 0.23, -0.14, -0.63, 0.20, 0.24, 0.51, 0.02, -0.22, 2.39, -0.09, -0.93]}

=====

{"formula": "C10H13O5", "method": "wB97M-V/def2-TZVPD", "orbital_gap_ev": 5.87, "total_charge": 1, "e_above_lowest_ev": 2.974, "e_homo_ev": -12.80, "total_energy_ev": -20805.6362, "symbols": ["C", "H", "C", "H", "H", "C", "C", "C", "O", "H", "H", "C", "O", "H", "O", "H", "C", "H", "O", "H", "H", "H", "C", "H", "C", "O", "C", "H"], "positions_angstrom": [[-0.155, -2.762, -0.896], [1.156, -1.609, -2.222], [-0.203, 1.783, 0.910], [-2.210, 3.722, -0.227], [2.550, -3.695, 0.386], [0.118, -1.465, -1.688], [2.149, 1.306, 1.719], [1.080, -0.096, 0.117], [-1.118, -2.488, 0.006], [1.961, 2.233, 2.387], [-1.037, 3.361, 1.617], [-1.217, 0.484, -0.882], [0.944, -3.136, -0.013], [2.376, 0.403, 2.272], [-2.043, 0.119, -1.661], [-2.927, 2.759, 0.797], [0.967, 0.988, 0.946], [-0.659, -1.290, -2.405], [2.157, -3.629, -0.476], [3.037, 1.406, 1.005], [2.013, -0.697, 0.040], [-0.425, -3.625, -1.537], [-2.467, 2.640, -0.166], [-1.682, -3.240, 0.164], [0.047, -0.371, -0.726], [-0.189, 2.954, 1.590], [-1.223, 1.646, -0.024], [-2.999, 2.301, -1.032]], "nbo_charge": [0.39, 0.28, 0.24, 0.25, 0.48, -0.55, -0.70, -0.31, -0.70, 0.28, 0.50, 0.46, -0.33, 0.28, -0.39, 0.24, 0.28, 0.27, -0.43, 0.29, 0.26, 0.19, -0.66, 0.51, 0.26, -0.64, -0.02, 0.27]}

=====

{"formula": "C31H58F6N4O10P", "method": "wB97M-V/def2-TZVPD", "orbital_gap_ev": 4.63, "total_charge": 1, "e_homo_ev": -10.01, "total_energy_ev": -85092.2847, "symbols": ["F", "C", "C", "H", "H", "O", "H", "H", "C", "H", "H", "H", "H", "N", "C", "C", "C", "H", "F", "C", "H", "H", "O", "O", "H", "H", "H", "H", "O", "H", "O", "H", "H", "C", "H", "F", "H", "C", "O", "H", "H", "H", "C", "C", "H", "F", "C", "H", "H", "H", "N", "C", "C", "C", "F", "F", "O", "C", "C", "C", "O", "N", "H", "H", "H", "H", "C", "O", "H", "H", "C", "H", "H", "H", "H", "C", "H", "H", "C", "H", "P", "H", "H", "H", "C", "H", "H", "H", "H", "H", "H", "C", "C", "C", "H", "H", "H", "H", "H", "H", "C", "H", "O", "C", "C", "H", "C", "H", "C", "N"], "positions_angstrom": [[-2.066, -3.065, -1.668], [7.208, -4.035, 1.934], [0.069, -4.137, 0.626], [-4.609, 2.496, -6.638], [8.197, -5.564, 3.400], [3.084, -0.327, 4.394], [0.100, 3.144, -0.823], [-1.385, -5.678, 0.988], [-4.146, 4.236, -2.409], [-7.094, 4.567, -6.848], [7.225, -2.868, 2.020], [6.381, -5.008, 3.832], [-0.855, 3.008, -2.844], [-0.726, -5.399, 0.229], [1.890, -0.925, 5.067], [-3.134, -3.277, 0.731], [2.511, 0.347, 3.212], [-3.050, 4.271, -2.409], [-2.208, -4.793, 4.552], [-7.279, 4.033, -5.913], [-3.505, -4.268, 0.212], [-4.907, 4.233, -6.507], [-6.392, 2.934, -5.762], [1.234, -0.165, 5.949], [-3.157, 3.326, -4.880], [4.439, 4.702, -1.891], [-4.416, 2.287, -4.187], [1.816, 6.008, -3.520], [-1.881, 0.402, 1.433], [2.981, 1.444, 3.173], [-6.003, 3.006, -1.280], [-4.089, 3.039, -0.638], [-1.802, 1.144, 2.105], [-4.227, 3.251, -4.660], [4.170, 4.946, -0.171], [-0.047, -7.958, 5.445], [-0.253, -0.005, -1.758], [-0.591, -6.863, 4.579], [3.441, 7.030, -2.763], [-2.434, -1.405, -0.365], [1.520, -6.003, 4.591], [1.958, -6.388, 0.378], [-0.389, 3.967, -3.083], [3.699, 6.660, -1.407], [2.155, 4.490, -2.242], [-0.990, -5.317, 6.671], [2.882, -0.359, 1.777], [0.633, 3.810, -3.437], [-2.639, -3.606, 1.765], [-4.489, 5.132, -1.879], [-4.621, 4.365, -3.791], [1.907, -1.669, 1.415], [3.745, 5.137, -1.163], [-1.608, -5.844, 5.432], [-2.765, -6.713, 5.856], [-1.501, -7.555, 3.592], [5.971, -4.600, 1.372], [1.165, -6.796, 2.475], [-6.851, 2.557, -2.327], [0.423, -1.323, 0.814], [-0.410, 4.843, -1.964], [2.490, 4.387, -1.289], [1.603, -2.011, 4.736], [-1.200, -5.267, -0.690], [-4.317, 2.057, -2.062], [1.406, 7.274, -2.311], [3.827, -3.371, 2.263], [-0.768, 0.630, -1.178], [1.920, 7.707, -3.951], [4.229, -2.500, 2.933], [4.972, -3.566, 1.060], [-6.387, 1.776, -2.936], [-7.155, 3.403, -2.946], [-4.088, -2.588, 0.915], [0.171, -4.946, 3.609], [-2.032, -2.508, -0.264], [-0.958, 4.434, -3.890], [8.093, -4.362, 1.214], [1.592, -4.332, 1.289], [1.345, 0.484, 3.338], [-0.352, 0.389, 0.528], [3.020, 7.181, -0.724], [-8.301, 3.645, -5.935], [0.337, -7.311, 1.827], [0.621, -6.009, 3.806], [-7.760, 2.147, -1.878], [1.695, 4.489, 0.652], [-0.649, 4.500, 0.027], [1.868, -7.675, 2.872], [-7.198, 4.721, -5.066], [1.341, 5.909, -0.350], [2.070, 6.995, -3.134], [0.071, 4.239, -0.756], [1.442, 4.823, -0.360], [4.699, 7.050, -1.183], [3.201, -6.035, 1.749], [7.833, -3.776, 4.124], [4.020, -0.628, 1.806], [4.363, -3.861, 0.086], [3.831, -4.338, 2.963], [2.079, -5.888, 1.456], [5.446, -2.499, 0.815], [0.469, 1.624, 1.061], [7.437, -4.649, 3.444], [-4.611, 3.006, -1.601], [-5.634, 4.431, -3.772], [-0.534, -2.631, 0.399], [2.747, 0.372, 0.843], [-5.018, 3.274, -5.984], [2.443, -3.097, 1.657]], "lowdin_charge": [-0.10, -0.24, -0.06, 0.12, 0.10, -0.14, 0.08, 0.09, -0.18, 0.09, 0.12, 0.08, 0.07, 0.06, -0.13, -0.05, -0.18, 0.09, 0.02, -0.11, 0.10, 0.12, -0.20, 0.01, 0.11, 0.12, 0.09, 0.07, -0.21, 0.17, -0.18, 0.11, 0.10, -0.20, 0.11, 0.01, 0.10, -0.16, -0.18, 0.13, 0.15, 0.15, -0.12, -0.21, 0.06, 0.05, -0.10, 0.08, 0.09, 0.12, -0.05, 0.01, -0.20, -0.15, 0.02, -0.02, -0.21, -0.18, -0.10, -0.08, -0.20, -0.06, 0.16, 0.09, 0.10, 0.09, -0.12, -0.20, 0.09, 0.13, -0.17, 0.09, 0.07, 0.11, 0.12, -0.23, 0.09, 0.14, 0.03, 0.13, 0.76, 0.11, 0.09, 0.11, -0.08, 0.09, 0.12, 0.12, 0.15, 0.07, 0.10, -0.10, -0.20, -0.20, 0.12, 0.12, 0.09, 0.12, 0.14, 0.14, -0.13, 0.14, -0.35, -0.09, -0.22, 0.06, 0.02, 0.14, -0.20, -0.01]}